Entry 1:
Molecular formula: C6H6O2
Method: DFT, wB97M-V/def2-TZVPD

Total charge: 0
Frontier orbital gap, eV: 10.0
Energy relative to the best compared isomer or geometry (same formula, charge and spin), kcal/mol: 129.5
E_tot, eV: -10407.7950
2S+1: 1

Last column: Löwdin charge in e.
Element x y z (Å)
C -1.0428 0.7047 0.5237  -0.240
C -0.6937 -0.2135 -0.8640  -0.033
C -0.3277 -1.1836 0.2616  -0.117
C 0.2461 -0.0323 1.0106  -0.191
C 1.1526 0.5845 0.1241  -0.316
C 0.6843 0.3882 -1.2048  -0.158
H -1.4512 -0.1490 -1.5365  0.107
H 0.3150 -1.8087 -0.1513  0.075
H -1.3553 -1.6070 0.6790  0.184
H 0.6550 -0.6297 2.0610  0.220
H 2.1370 0.7914 0.6921  0.192
H 1.0095 0.4455 -2.1121  0.103
O -2.0131 1.1006 1.1190  0.120
O 0.6842 1.6088 -0.6023  0.053



Entry 2:
Molecular formula: C18H25BN8O3Pd
Method: DFT, wB97M-V/def2-TZVPD

Total charge: +2
Frontier orbital gap (spin up / spin down), eV: 8.6 / 2.8
Expectation value of S²: 6.04
E_tot, eV: -41271.4285
2S+1: 5

Last column: Löwdin charge in e.
Element x y z (Å)
H -0.1796 2.6079 0.2300  0.108
N 0.3224 1.5164 -1.5073  0.015
B 0.9272 0.8154 -3.8791  -0.438
N 0.7782 1.8896 -2.7664  0.006
C 0.9217 3.2317 -2.8033  0.034
Pd -0.0712 -0.5521 -0.9963  1.183
H 1.2552 3.7295 -3.7013  0.154
C 0.5552 3.7421 -1.5614  0.056
H 0.5521 4.7713 -1.2556  0.129
C 0.1750 2.6286 -0.7870  -0.049
H 1.2265 1.2618 -4.9414  0.133
C -1.9080 -2.1930 -0.2524  -0.015
H -2.1518 -2.0906 0.8108  0.061
H -1.1501 -2.9599 -0.4126  0.051
H -2.8219 -2.4631 -0.7929  0.051
N -0.4985 0.1724 -3.9055  0.024
N 1.8877 -0.3033 -3.3731  0.020
N -1.0621 -0.4053 -2.7789  -0.030
N 1.5576 -1.0032 -2.2198  -0.015
C -1.3655 0.0674 -4.9279  0.063
C 3.0078 -0.8516 -3.8909  0.046
H -1.0781 0.4326 -5.9038  0.161
H 3.4301 -0.4747 -4.8073  0.155
C -2.5124 -0.5716 -4.4622  0.067
C 3.4004 -1.9087 -3.0700  0.061
C -2.2921 -0.8503 -3.1148  -0.036
C 2.4545 -1.9681 -2.0334  -0.043
H -3.3947 -0.8212 -5.0235  0.136
H 4.2408 -2.5574 -3.2027  0.128
H -2.8957 -1.3593 -2.3812  0.105
H 2.3776 -2.6169 -1.1761  0.100
H -1.6203 -1.1345 -0.6439  -0.042
C -2.3784 0.8692 3.9013  -0.080
C -1.4858 -0.3398 4.0337  -0.152
C -0.0484 -0.2434 3.4447  -0.268
C 0.8450 0.8408 4.1030  -0.154
C 0.3635 2.2707 4.0732  -0.078
C 0.6289 -1.5838 3.7813  -0.376
O 0.7777 -1.9905 4.9272  0.130
N 1.0860 -2.3518 2.7287  0.221
C 1.0391 -2.0761 1.3570  -0.506
O 1.3872 -2.9470 0.5599  0.036
N 0.5749 -0.8207 1.0525  0.069
C -0.0759 -0.0055 1.9114  -0.384
O -0.7230 0.9681 1.4623  0.002
H -2.1417 1.6113 4.6651  0.073
H -3.4156 0.5556 4.0415  0.089
H -2.2659 1.3154 2.9106  0.064
H -1.3715 -0.5933 5.0961  0.137
H -1.9702 -1.2114 3.5643  0.124
H 1.0123 0.5328 5.1436  0.136
H 1.8237 0.7678 3.6029  0.132
H -0.3102 2.4748 4.9091  0.080
H 1.2343 2.9229 4.1775  0.088
H -0.1420 2.5008 3.1317  0.065
H 1.4882 -3.2489 2.9527  0.173



Entry 3:
Molecular formula: C4H5NO2S
Method: DFT, wB97M-V/def2-TZVPD

Total charge: 0
Frontier orbital gap, eV: 9.5
Energy relative to the best compared isomer or geometry (same formula, charge and spin), kcal/mol: 60.7
E_tot, eV: -20647.5485
2S+1: 1
SMILES: O=C1NSC[C@H]2O[C@@H]12

Last column: Löwdin charge in e.
Element x y z (Å)
O 2.2072 -1.1129 0.9578  0.065
C 1.3398 -0.4270 0.4598  -0.504
N 1.1089 0.7865 1.0864  -0.233
S -0.0566 1.8858 0.4192  0.960
C -1.2553 0.6987 0.0459  -0.496
C -0.8629 -0.3499 -0.8971  -0.275
O 0.2402 -0.0352 -1.7562  -0.016
C 0.5296 -0.9245 -0.6642  -0.154
H 1.5312 0.9385 2.0359  0.137
H -1.7761 0.2669 0.8669  0.089
H -2.0049 1.3707 -0.3587  0.077
H -1.6405 -1.0595 -1.3323  0.173
H 0.6393 -2.0381 -0.8634  0.176



Entry 4:
Molecular formula: C35H33N7O2STa
Method: DFT, wB97M-V/def2-TZVPD

Total charge: +3
Frontier orbital gap, eV: 6.5
Energy relative to the best compared isomer or geometry (same formula, charge and spin), kcal/mol: 0.0
E_tot, eV: -63721.3559
2S+1: 1

Last column: Löwdin charge in e.
Element x y z (Å)
Ta -0.3705 -0.1743 0.9961  1.846
C -1.8752 -2.7734 2.2500  -0.143
C -2.8954 -1.6795 2.4441  -0.137
N -2.6702 -0.6067 1.4358  -0.127
C -3.3033 0.6517 1.8902  -0.102
C -2.4301 1.2333 2.9607  -0.241
C -2.9025 2.1076 3.9153  0.043
C -2.0154 2.6193 4.8516  0.036
C -0.6810 2.2524 4.7875  0.041
C -0.2719 1.3880 3.7908  -0.233
C 1.1720 1.0657 3.5727  -0.097
N 1.3204 -0.0710 2.6351  -0.146
C 1.4798 -1.3905 3.3126  -0.139
C 0.1256 -2.0249 3.5361  -0.145
N -0.5206 -2.1600 2.1975  -0.148
N -1.1357 0.8558 2.9084  0.025
H -2.0485 -3.2975 1.3109  0.117
H -1.9282 -3.5074 3.0550  0.147
H -2.7896 -1.2338 3.4336  0.129
H -3.9110 -2.0696 2.3679  0.152
H -3.1156 -0.8891 0.5648  0.127
H -4.3123 0.4666 2.2634  0.152
H -3.3763 1.3487 1.0523  0.128
H -3.9491 2.3801 3.9281  0.144
H -2.3605 3.2996 5.6190  0.142
H 0.0410 2.6435 5.4917  0.144
H 1.6797 0.8611 4.5166  0.147
H 1.6484 1.9406 3.1266  0.149
H 2.1663 0.0878 2.0942  0.114
H 2.0214 -1.2720 4.2511  0.143
H 2.0814 -2.0237 2.6584  0.134
H -0.5089 -1.4097 4.1745  0.126
H 0.2263 -3.0074 3.9993  0.149
H 0.0809 -2.8049 1.6868  0.104
O -1.7166 3.2837 0.1859  -0.212
S -0.6859 2.3879 -0.2082  0.726
O 0.2193 1.8828 0.9011  -0.408
N -1.2289 0.8901 -0.5064  -0.261
C -2.0084 0.3769 -1.5493  -0.242
C -2.7784 1.0527 -2.4581  0.041
C -3.4294 0.3289 -3.4814  -0.011
C -3.2795 -1.0252 -3.5990  0.021
C -2.4722 -1.7384 -2.6780  -0.123
C -2.1841 -3.1161 -2.7726  0.067
C -1.3082 -3.6786 -1.8765  0.008
C -0.7710 -2.8939 -0.8536  -0.111
N -1.0684 -1.6136 -0.6767  -0.025
C -1.8673 -1.0250 -1.6281  -0.166
C 0.2610 3.0163 -1.5073  -0.299
C 1.4595 2.3889 -1.8459  -0.039
C 2.1922 2.9014 -2.8975  -0.028
C 1.7285 4.0192 -3.5893  -0.007
C 0.5351 4.6350 -3.2335  -0.020
C -0.2164 4.1371 -2.1821  -0.029
H -2.8844 2.1296 -2.4074  0.130
H -4.0421 0.8670 -4.1914  0.132
H -3.7620 -1.5658 -4.4027  0.138
H -2.6287 -3.7086 -3.5629  0.147
H -1.0229 -4.7188 -1.9429  0.132
H -0.0582 -3.3415 -0.1717  0.117
H 1.8118 1.5363 -1.2826  0.087
H 3.1313 2.4418 -3.1745  0.122
H 2.3115 4.4190 -4.4083  0.130
H 0.1933 5.5099 -3.7686  0.130
H -1.1376 4.6150 -1.8767  0.126
N 7.3936 -1.6007 -5.1416  0.217
C 6.5402 -1.5043 -4.3801  -0.151
C 5.4706 -1.3716 -3.4334  -0.187
C 4.1501 -1.5303 -3.8602  0.007
C 3.1195 -1.3950 -2.9542  -0.007
C 3.4005 -1.0975 -1.6128  -0.247
C 4.7279 -0.9391 -1.1926  0.001
C 5.7587 -1.0789 -2.0990  0.012
C 2.3265 -0.9386 -0.6978  -0.053
C 1.3745 -0.7976 0.0574  -0.163
H 3.9485 -1.7598 -4.8972  0.135
H 2.0930 -1.5148 -3.2755  0.120
H 4.9453 -0.7095 -0.1582  0.124
H 6.7871 -0.9627 -1.7870  0.137



Entry 5:
Molecular formula: C24H26BrCl2IrN4OS3
Method: DFT, wB97M-V/def2-TZVPD

Total charge: +1
Frontier orbital gap (spin up / spin down), eV: 5.4 / 5.9
Energy relative to the best compared isomer or geometry (same formula, charge and spin), kcal/mol: 76.2
Expectation value of S²: 0.83
E_tot, eV: -163741.7606
2S+1: 2

Last column: Löwdin charge in e.
Element x y z (Å)
Ir -0.0484 0.7384 0.2487  0.802
C -3.2582 -0.9518 -2.6307  -0.001
C -2.0013 -0.3574 -2.0647  -0.251
N -1.9047 -0.1349 -0.7591  -0.079
N -2.9691 -0.3760 0.0014  -0.019
C -3.0262 0.0408 1.2274  -0.860
N -4.0745 -0.3215 1.9915  0.098
S -1.8584 1.0735 2.0165  0.656
C -0.9265 0.0377 -2.8836  -0.194
C -1.0245 0.2584 -4.2735  -0.007
C -0.1462 1.0888 -4.9098  -0.034
C 0.8221 1.7860 -4.1383  -0.042
C 1.0569 1.3989 -2.8711  -0.106
N 0.3231 0.3660 -2.2650  -0.091
H -4.0904 -0.7223 -1.9702  0.073
H -3.1678 -2.0384 -2.6775  0.100
H -3.4778 -0.5853 -3.6271  0.075
H -4.8495 -0.8019 1.5645  0.115
H -4.2211 0.1524 2.8671  0.092
H -1.8177 -0.2161 -4.8262  0.115
H -0.1877 1.2422 -5.9739  0.114
H 1.4037 2.5758 -4.5797  0.117
H 1.8678 1.8096 -2.2901  0.119
Cl -0.5468 3.1583 -0.7245  0.791
C 0.3325 4.2301 0.3027  -0.638
C 0.0709 5.5817 0.1821  -0.106
C 0.7741 6.4895 0.9603  -0.067
C 1.7355 6.0444 1.8538  -0.092
C 1.9844 4.6894 1.9849  -0.699
Cl 3.1615 4.1408 3.1019  0.706
C 1.2836 3.7410 1.2102  -0.709
S 1.6744 2.0712 1.4067  0.563
H -0.6757 5.9109 -0.5244  0.109
H 0.5717 7.5463 0.8696  0.113
H 2.2929 6.7482 2.4522  0.113
Br 3.9713 -4.3383 -0.9159  0.773
C 2.8332 -2.8716 -1.3257  -0.687
C 3.0856 -1.6272 -0.7708  -0.100
C 2.2544 -0.5676 -1.0764  -0.074
C 1.1416 -0.7569 -1.8978  -0.243
C 0.9140 -2.0098 -2.4606  0.010
C 1.7662 -3.0607 -2.1911  -0.099
H 3.9278 -1.4829 -0.1124  0.118
H 2.5099 0.4141 -0.7053  0.062
H 0.0961 -2.1578 -3.1447  0.120
H 1.6210 -4.0148 -2.6719  0.111
C -0.9160 -1.6460 4.8727  -0.137
C 0.1659 -1.7973 3.8202  -0.347
S -0.6374 -2.0238 2.1715  0.945
O 0.2813 -1.3589 1.1826  -0.646
C -0.2923 -3.8229 1.9158  -0.335
C 1.1569 -4.0770 1.5620  -0.132
H -0.4616 -1.5374 5.8550  0.086
H -1.5701 -2.5157 4.8937  0.076
H -1.5205 -0.7648 4.6717  0.055
H 0.8081 -2.6474 4.0350  0.086
H 0.7671 -0.8930 3.7382  0.097
H -0.9451 -4.1129 1.0923  0.090
H -0.6073 -4.3334 2.8233  0.096
H 1.4730 -3.3429 0.8234  0.035
H 1.2777 -5.0728 1.1406  0.085
H 1.8164 -3.9951 2.4222  0.082



Entry 6:
Molecular formula: C4H2NO6S
Method: DFT, wB97M-V/def2-TZVPD

Total charge: -1
Frontier orbital gap, eV: 9.2
Energy relative to the best compared isomer or geometry (same formula, charge and spin), kcal/mol: 0.0
E_tot, eV: -28790.5281
2S+1: 1
SMILES: C#CS(=O)(=O)OC(=O)/N=C(/[O-])O

Last column: Löwdin charge in e.
Element x y z (Å)
C -1.6084 -1.5923 -1.9336  0.106
C -0.6441 -0.9322 -1.6754  -0.146
S 0.7991 -0.0256 -1.2343  0.545
O 1.4876 0.2711 -2.4629  -0.291
O 1.5194 -0.8272 -0.2864  -0.261
O 0.2275 1.2766 -0.6604  -0.179
C -0.9548 1.1769 0.3249  -0.585
O -1.9233 1.7671 -0.0599  0.075
N -0.7703 0.4126 1.3308  0.181
C 0.3581 0.0412 1.9466  -0.675
O 0.4779 -0.9600 2.6162  0.039
O 1.3643 0.9741 1.9167  0.061
H -2.4690 -2.1548 -2.1610  0.023
H 2.1359 0.5725 2.3387  0.109



Entry 7:
Molecular formula: C5H35N2O12
Method: DFT, wB97M-V/def2-TZVPD

Total charge: -1
Frontier orbital gap, eV: 9.4
Energy relative to the best compared isomer or geometry (same formula, charge and spin), kcal/mol: 160.0
E_tot, eV: -33300.3693
2S+1: 1

Last column: Löwdin charge in e.
Element x y z (Å)
N -2.6759 -2.2465 0.3384  0.045
C -1.2028 -1.8689 0.3080  -0.204
C -0.2675 -2.9654 1.0135  -0.176
N 1.0527 -2.2489 1.2753  -0.218
C 2.0531 -2.9167 0.4317  -0.093
C 1.4357 -2.3597 2.7480  -0.121
C 0.3890 -1.2687 3.3097  -0.164
O 0.9709 0.0204 2.9423  -0.137
H -2.7190 -2.9413 -0.2759  -0.001
H -3.3164 -1.4985 0.2655  0.029
H -1.0397 -0.7941 0.6746  0.126
H -0.7685 -1.8996 -0.7882  0.095
H -0.0599 -3.9518 0.7590  0.072
H -0.8428 -3.2938 2.0076  0.141
H 2.9758 -3.3583 0.9766  0.116
H 2.4986 -2.2499 -0.3542  0.073
H 1.5760 -3.5728 -0.1533  0.016
H 1.4215 -3.3558 3.0074  0.066
H 2.5090 -2.0081 2.9146  0.135
H 0.3475 -1.1010 4.3170  0.084
H -0.4232 -1.2437 2.6407  0.063
H -0.9445 3.5790 2.6261  0.020
H -0.0536 2.5942 3.1384  -0.004
O -0.6053 3.2891 3.4891  -0.066
H -3.2110 1.6522 -0.0579  0.005
H -4.1337 0.4611 0.0918  0.001
O -4.0802 1.3874 0.3591  -0.091
H 1.6610 1.2305 -0.7835  -0.047
H 3.0993 1.4633 -0.3749  -0.038
O 2.2708 1.8024 -0.3558  -0.036
H -0.5559 -1.8518 -3.9575  0.004
H 0.4101 -1.0514 -2.8796  0.035
O -0.4353 -1.6059 -3.0658  -0.101
H 0.1246 2.0986 0.0047  0.018
H 0.9039 3.0574 0.7864  -0.016
O 0.1061 2.9655 0.3906  0.000
H 1.1208 -0.0218 1.9380  0.098
H 4.4104 0.1610 -1.5728  -0.054
O 3.7979 -0.1602 -1.0332  -0.096
H -1.9712 2.5227 -3.6188  0.089
H -1.0080 2.8635 -2.5645  -0.110
O -1.4850 3.2961 -3.1675  -0.043
H 0.8064 -0.6919 -1.4012  -0.018
H 2.8126 -0.3616 -1.3696  0.041
O 1.3501 -0.0358 -1.8816  -0.349
H -2.0966 4.1413 -0.5343  0.031
H -2.0117 2.9048 0.3300  -0.010
O -2.6279 3.5480 -0.0156  -0.054
H 0.8968 1.2854 -2.5551  0.043
H 1.2156 2.6957 -2.0393  -0.055
O 0.9316 2.3304 -2.8172  -0.106
H -1.4251 1.0693 -2.3482  0.005
H -1.4331 -0.1839 -1.5716  -0.038
O -1.7541 0.6890 -1.5471  -0.007